## A
{"formula": "C5H13N", "method": "wB97M-V/def2-TZVPD", "elements": ["N", "C", "C", "C", "C", "C", "H", "H", "H", "H", "H", "H", "H", "H", "H", "H", "H", "H", "H"], "xyz": [[1.2323, 1.8345, -0.9376], [0.5807, 1.3480, 0.2566], [0.3503, -1.1679, -0.3723], [-1.1670, -0.9926, -0.4288], [-1.8605, -1.0459, 0.9303], [0.9998, -0.0747, 0.5387], [-1.4870, -1.9122, 1.4937], [0.6981, -0.3363, 1.5566], [1.0263, 2.8221, -1.1077], [2.0894, -0.1487, 0.5802], [1.0190, 1.2435, -1.7497], [-2.9421, -1.1320, 0.8522], [0.8993, -1.1570, -1.3107], [-1.4807, -0.0237, -0.8428], [-1.7003, -0.2370, 1.6589], [-1.5512, -1.7861, -1.0672], [0.9259, 2.0260, 1.0665], [0.5803, -2.1055, 0.1323], [-0.4973, 1.5871, 0.2938]], "nbo_charge": [-0.254, -0.311, -0.401, -0.413, -0.628, -0.443, 0.217, 0.253, 0.415, 0.242, 0.417, 0.241, 0.205, 0.178, 0.199, 0.240, 0.279, 0.240, 0.326], "multiplicity": 2, "molar_mass_da": 87.2, "lumo_ev": [-3.6, -9.0], "homo_lumo_gap_ev": [11.67, 6.20], "charge": 1, "s2": 0.75}

***

## B
{"formula": "C5H13N", "method": "wB97M-V/def2-TZVPD", "elements": ["N", "C", "C", "C", "C", "C", "H", "H", "H", "H", "H", "H", "H", "H", "H", "H", "H", "H", "H"], "xyz": [[-2.2631, -1.1023, 1.0944], [2.4579, 2.5744, -0.9285], [1.2595, 0.4993, -0.1933], [-3.6742, -2.8108, 0.1493], [-2.4817, -2.2978, 0.4339], [2.5118, 1.4382, 0.0616], [1.0548, 0.0411, 0.7754], [2.4945, 1.5776, 1.0870], [1.7383, 3.4539, -0.9600], [3.4338, 3.1517, -0.9303], [1.3794, -0.1124, -1.1072], [3.3626, 0.7594, -0.1670], [0.3557, 1.1170, -0.5673], [-1.5779, -2.7062, -0.0524], [-4.6327, -2.4046, 0.5086], [-2.7820, -0.8421, 1.9988], [-3.8291, -3.7993, -0.3090], [2.4994, 2.1753, -2.0269], [-1.3068, -0.7123, 1.1326]], "nbo_charge": [-0.534, -0.647, -0.632, -0.134, 0.038, -0.396, 0.183, 0.205, 0.230, 0.226, 0.218, 0.211, 0.196, 0.254, 0.233, 0.446, 0.252, 0.212, 0.442], "multiplicity": 2, "molar_mass_da": 87.2, "lumo_ev": [-4.2, -8.2], "homo_lumo_gap_ev": [9.31, 5.24], "charge": 1, "s2": 0.77}

***

Of them, B has the lowest stability.